Entry 1:
ORCA calculation (the ωB97M-V functional and the def2-TZVPD basis) on C12H26BrGaIO4 as an isolated structure.

Last column: Löwdin charge in e.
Geometry (Å):
1 C -2.16 -1.79 2.35  -0.169
2 C -1.52 -0.61 1.53  -0.717
3 Br -2.53 1.04 2.09  0.622
4 C -1.79 -0.82 -0.01  -0.296
5 Ga -0.27 -0.20 -1.27  0.499
6 C -1.19 0.82 -2.84  -0.234
7 C -0.18 1.58 -3.73  -0.315
8 O -0.92 2.34 -4.73  -0.136
9 C 1.23 0.88 -0.36  -0.215
10 O 1.25 2.29 -0.65  -0.189
11 C 0.67 2.99 0.44  -0.263
12 O 1.62 3.01 1.49  -0.090
13 C 1.07 2.67 2.74  -0.209
14 C 1.93 1.57 3.46  -0.233
15 O 3.25 1.48 2.95  -0.057
16 C 0.62 -1.92 -2.04  -0.330
17 C 0.82 -3.01 -0.95  -0.776
18 C -0.36 -4.03 -0.84  -0.195
19 I 2.60 -4.20 -1.54  0.630
20 H -2.94 -2.24 1.71  0.066
21 H -2.66 -1.36 3.23  0.027
22 H -1.42 -2.57 2.62  0.068
23 H -0.44 -0.48 1.75  0.054
24 H -1.99 -1.89 -0.18  0.027
25 H -2.69 -0.24 -0.26  0.022
26 H -1.85 1.59 -2.37  0.050
27 H -1.81 0.08 -3.39  0.047
28 H 0.48 0.88 -4.29  0.102
29 H 0.37 2.32 -3.13  0.092
30 H -1.84 2.28 -4.51  0.037
31 H 2.19 0.47 -0.75  0.071
32 H 1.23 0.64 0.73  0.046
33 H -0.27 2.47 0.69  0.093
34 H 0.43 4.01 0.08  0.136
35 H 1.04 3.56 3.41  0.117
36 H 0.04 2.28 2.70  0.063
37 H 1.90 1.77 4.55  0.113
38 H 1.43 0.57 3.33  0.104
39 H 3.77 1.15 3.68  0.070
40 H 1.64 -1.61 -2.36  0.013
41 H 0.08 -2.30 -2.93  0.051
42 H 1.09 -2.60 0.03  0.058
43 H -0.89 -3.96 0.13  0.058
44 H 0.03 -5.06 -0.90  0.013
45 H -1.10 -3.86 -1.65  0.073

## Properties
Kohn-Sham gap	7.42	eV
net charge	-1

---

Entry 2:
ORCA calculation (the ωB97M-V functional and the def2-TZVPD basis) on C12H26ClHgN3OV as an isolated structure.

Last column: Löwdin spin population.
Geometry (Å):
1 N 1.76 -0.36 0.04  -0.003
2 C 2.67 -0.53 0.88  0.000
3 O 3.53 -0.68 1.67  -0.001
4 Hg 0.62 1.00 -3.41  0.613
5 V -0.05 -0.05 -0.44  0.069
6 N -0.70 -1.63 -1.13  0.008
7 N -0.12 1.68 -1.63  0.207
8 C -0.28 -3.01 -0.77  0.001
9 C 0.56 2.96 -1.20  0.010
10 C 0.87 -3.39 -1.70  0.001
11 C -1.43 -4.01 -0.95  0.000
12 C 0.19 -3.07 0.67  0.000
13 C 0.40 4.03 -2.28  0.010
14 C -0.02 3.52 0.10  0.009
15 C 2.04 2.67 -0.97  0.006
16 H 0.56 -3.37 -2.75  0.000
17 H 1.22 -4.41 -1.46  0.000
18 H 1.72 -2.70 -1.57  0.000
19 H -2.32 -3.68 -0.40  0.000
20 H -1.12 -4.98 -0.55  0.000
21 H -1.69 -4.17 -2.00  0.000
22 H 1.08 -2.48 0.85  0.000
23 H 0.43 -4.12 0.90  0.000
24 H -0.60 -2.75 1.36  0.000
25 H 0.81 3.72 -3.25  0.012
26 H 0.93 4.95 -1.98  0.000
27 H -0.66 4.28 -2.43  0.000
28 H -1.04 3.90 -0.03  0.000
29 H 0.61 4.38 0.39  0.001
30 H 0.00 2.79 0.91  0.000
31 H 2.20 1.96 -0.14  0.000
32 H 2.55 3.61 -0.72  0.000
33 H 2.55 2.25 -1.85  0.008
34 C -1.61 1.85 -1.66  0.015
35 H -2.08 1.00 -1.11  0.001
36 H -1.92 2.79 -1.19  0.002
37 H -2.04 1.86 -2.69  0.008
38 C -1.59 -1.59 -2.30  0.012
39 H -2.64 -1.78 -2.02  0.000
40 H -1.55 -0.63 -2.82  0.016
41 H -1.28 -2.35 -3.04  0.001
42 Cl 0.13 0.74 2.45  -0.001
43 C -1.06 0.11 1.29  -0.006
44 H -1.40 -0.88 1.62  0.000
45 H -1.87 0.84 1.18  0.000

## Properties
Kohn-Sham gap (spin up / spin down)	6.03 / 7.47	eV
spin multiplicity	2
ΔE to the lowest compared entry with this formula, charge and spin	96.0	kJ/mol
net charge	+2
expectation value of S²	0.76

---

Entry 3:
ORCA calculation (the ωB97M-V functional and the def2-TZVPD basis) on C12H26F6GeN3O4S2V as an isolated structure.

Last column: Löwdin spin population.
Geometry (Å):
1 V -0.25 0.25 -0.14  2.668
2 C 0.14 3.31 0.36  0.014
3 N -0.94 2.32 0.44  0.022
4 C -1.49 2.34 1.80  0.010
5 C -1.99 2.64 -0.55  0.006
6 C -2.87 1.44 -0.83  0.008
7 N -2.11 0.34 -1.44  0.018
8 C -2.84 -0.92 -1.32  0.007
9 C -1.82 0.60 -2.85  0.006
10 H -0.25 4.32 0.56  0.001
11 H 0.61 3.28 -0.62  0.001
12 H 0.91 3.07 1.09  0.004
13 H -1.87 3.34 2.05  0.001
14 H -0.69 2.07 2.49  0.002
15 H -2.27 1.59 1.90  0.000
16 H -1.49 2.96 -1.46  0.001
17 H -2.60 3.48 -0.20  0.001
18 H -3.71 1.73 -1.48  0.001
19 H -3.28 1.06 0.11  0.001
20 H -3.80 -0.87 -1.86  0.001
21 H -3.00 -1.14 -0.26  -0.001
22 H -2.24 -1.73 -1.73  0.001
23 H -2.76 0.67 -3.43  0.001
24 H -1.22 -0.21 -3.25  0.001
25 H -1.25 1.52 -2.97  0.001
26 F 3.01 -1.54 -3.37  0.001
27 C 2.33 -0.39 -3.32  0.002
28 F 1.25 -0.52 -4.11  0.002
29 F 3.10 0.58 -3.82  0.001
30 S 1.79 0.02 -1.60  0.087
31 O 1.01 -1.18 -1.31  0.094
32 O 1.02 1.25 -1.87  0.086
33 N 3.21 0.09 -0.95  0.042
34 S 3.92 1.36 -0.32  0.010
35 O 3.24 2.60 -0.51  0.002
36 O 5.33 1.27 -0.58  0.002
37 C 3.80 1.04 1.49  0.004
38 F 2.55 1.20 1.93  0.014
39 F 4.21 -0.20 1.79  0.000
40 F 4.59 1.91 2.14  0.001
41 C -0.77 -3.68 0.24  0.000
42 Ge -0.14 -2.55 1.75  -0.014
43 C -1.02 -3.36 3.34  -0.001
44 C 1.77 -3.00 1.95  -0.002
45 C -0.53 -0.71 1.52  -0.105
46 H -0.44 -4.71 0.34  0.000
47 H -0.38 -3.28 -0.70  0.001
48 H -1.86 -3.67 0.20  0.000
49 H -0.75 -4.42 3.45  0.000
50 H -2.10 -3.28 3.25  0.000
51 H -0.70 -2.83 4.24  0.000
52 H 1.92 -4.07 2.12  0.000
53 H 2.20 -2.45 2.79  0.000
54 H 2.31 -2.70 1.04  0.000
55 H -0.79 -0.24 2.47  -0.001

## Properties
Kohn-Sham gap (spin up / spin down)	4.89 / 5.40	eV
spin multiplicity	4
ΔE to the lowest compared entry with this formula, charge and spin	30.5	kJ/mol
net charge	-1
expectation value of S²	3.82

---

Entry 4:
ORCA calculation (the ωB97M-V functional and the def2-TZVPD basis) on C12H26IN4O6Zn as an isolated structure.

Last column: Löwdin charge in e.
Geometry (Å):
1 Zn 0.91 -0.27 -0.53  0.352
2 I 2.68 -1.73 -2.02  0.010
3 O 1.42 1.46 -1.52  -0.067
4 C 1.57 2.11 -2.56  -0.544
5 N 1.22 1.62 -3.74  0.201
6 C 2.18 3.49 -2.55  0.019
7 H 1.17 2.20 -4.56  0.122
8 H 0.82 0.71 -3.90  0.098
9 H 1.50 4.19 -3.03  0.089
10 H 3.09 3.46 -3.16  0.096
11 H 2.50 3.81 -1.57  0.086
12 O 2.14 0.03 1.00  -0.053
13 C 3.06 0.14 1.80  -0.516
14 N 3.21 1.28 2.52  0.188
15 C 4.02 -0.99 2.05  0.020
16 H 2.91 2.16 2.14  0.119
17 H 3.91 1.26 3.24  0.112
18 H 3.86 -1.79 1.33  0.072
19 H 3.67 -1.37 3.01  0.097
20 H 5.07 -0.70 2.06  0.092
21 O 0.16 -1.99 0.53  -0.044
22 C -0.12 -2.94 1.25  -0.529
23 N -0.53 -4.14 0.82  0.201
24 C -0.07 -2.72 2.75  0.026
25 H -0.47 -4.94 1.42  0.114
26 H -0.55 -4.31 -0.17  0.126
27 H -0.70 -1.89 3.05  0.079
28 H 0.95 -2.51 3.08  0.084
29 H -0.47 -3.61 3.25  0.081
30 O -0.81 -0.42 -1.73  -0.024
31 C -1.56 -0.52 -2.69  -0.540
32 N -2.18 0.53 -3.26  0.190
33 C -1.82 -1.86 -3.35  0.021
34 H -2.18 1.47 -2.91  0.120
35 H -2.85 0.32 -3.98  0.110
36 H -2.13 -1.75 -4.39  0.082
37 H -2.58 -2.47 -2.86  0.093
38 H -0.89 -2.43 -3.31  0.084
39 O -0.37 1.11 0.60  0.085
40 C -1.41 1.08 1.21  -0.430
41 O -2.15 -0.05 1.25  0.032
42 C -3.33 0.17 2.02  -0.145
43 C -3.54 1.69 2.11  -0.122
44 C -2.08 2.19 1.98  -0.043
45 H -3.24 -0.23 3.03  0.127
46 H -4.16 -0.34 1.54  0.129
47 H -3.93 1.99 3.08  0.115
48 H -4.22 2.04 1.33  0.116
49 H -1.73 2.38 2.99  0.134
50 H -1.94 3.06 1.34  0.132

## Properties
Kohn-Sham gap	7.69	eV
ΔE to the lowest compared entry with this formula, charge and spin	0.0	kJ/mol
net charge	+1

---

Entry 5:
ORCA calculation (the ωB97M-V functional and the def2-TZVPD basis) on C12H26IrO6 as an isolated structure.

Last column: Löwdin charge in e.
Geometry (Å):
1 Ir 0.17 0.01 0.18  1.618
2 C 1.26 1.14 -2.27  -0.030
3 C 1.52 -0.38 -2.32  -0.060
4 O 1.53 -0.94 -0.96  -0.291
5 C 1.70 -2.38 -0.75  -0.052
6 C 0.68 -2.82 0.30  -0.076
7 O 0.37 -1.75 1.25  -0.271
8 C 1.22 -1.66 2.45  -0.052
9 C 2.18 -0.50 2.28  -0.055
10 O 1.35 0.57 1.73  -0.298
11 C 1.00 1.81 2.42  -0.051
12 C -0.52 1.81 2.43  -0.074
13 O -1.01 1.50 1.08  -0.266
14 C -1.03 2.72 0.23  -0.062
15 C -0.73 2.37 -1.20  -0.076
16 O 0.46 1.53 -1.09  -0.282
17 H 0.72 1.42 -3.17  0.161
18 H 2.19 1.70 -2.20  0.157
19 H 2.50 -0.56 -2.76  0.166
20 H 0.76 -0.90 -2.91  0.139
21 H 2.74 -2.54 -0.46  0.155
22 H 1.51 -2.90 -1.69  0.158
23 H 1.06 -3.68 0.86  0.158
24 H -0.27 -3.10 -0.14  0.140
25 H 1.72 -2.61 2.60  0.158
26 H 0.53 -1.48 3.27  0.155
27 H 2.98 -0.68 1.56  0.147
28 H 2.60 -0.18 3.23  0.164
29 H 1.45 2.63 1.86  0.149
30 H 1.39 1.79 3.43  0.164
31 H -0.94 2.77 2.75  0.164
32 H -0.91 1.02 3.07  0.153
33 H -0.26 3.40 0.61  0.144
34 H -2.01 3.19 0.34  0.169
35 H -0.49 3.28 -1.75  0.171
36 H -1.51 1.81 -1.71  0.136
37 C -3.60 -0.80 -1.94  -0.032
38 C -2.72 -0.71 -0.73  -0.168
39 O -1.28 -0.60 -1.17  -0.209
40 H -4.63 -0.94 -1.61  0.117
41 H -3.35 -1.66 -2.56  0.102
42 H -3.56 0.11 -2.55  0.095
43 H -2.79 -1.59 -0.09  0.134
44 H -2.88 0.19 -0.14  0.116
45 H -1.11 -1.36 -1.75  0.120

## Properties
Kohn-Sham gap	10.14	eV
net charge	+3